(1)
DFT (the ωB97M-V functional and the def2-TZVPD basis) results for a structure of composition C4H11N4 in a non-equilibrium geometry.

Its spin multiplicity is 1. Its energy is -10275.283 eV. For the HOMO energy, the calculation gives -0.48537 hartree. The calculation puts the energy above the lowest of the compared OMol25 structures with the same formula, charge and spin at 569.9 kJ/mol. As for the charge: +1.

Structure (XYZ):
```
19
Properties=species:S:1:pos:R:3:mulliken_charge:R:1
C -0.74 -0.16 1.46 -0.45
C 0.56 -0.14 1.43 -0.39
C -1.27 -0.12 0.04 0.23
C -0.19 1.80 -0.93 -0.97
N -0.27 0.38 -0.84 -0.17
N -1.54 -1.52 -0.53 -0.63
N 1.82 -1.21 -0.37 -0.58
N 1.26 -0.04 0.16 0.12
H -1.31 0.03 2.34 0.41
H 1.06 0.05 2.39 0.39
H -2.27 0.29 0.10 0.40
H -0.56 2.27 0.05 0.38
H 0.69 2.28 -1.32 0.34
H -0.91 1.94 -1.67 0.40
H -0.84 -2.19 -0.38 0.22
H -1.68 -1.40 -1.51 0.27
H 1.64 -2.04 0.12 0.26
H 2.84 -1.11 -0.61 0.28
H 1.71 0.89 0.09 0.49
```


(2)
DFT (the ωB97M-V functional and the def2-TZVPD basis) results for the ion C4H11N4 with charge +1 in a non-equilibrium geometry.

Its spin multiplicity is 1. Its energy is -10279.496 eV. Its SMILES is C[C@@]1(N)NC=[NH+]CN1. For the HOMO energy, the calculation gives -0.49595 hartree. The calculation puts the energy above the lowest of the compared OMol25 structures with the same formula, charge and spin at 163.4 kJ/mol. As for the charge: +1.

Structure (XYZ):
```
19
Properties=species:S:1:pos:R:3:mulliken_charge:R:1
C 0.11 1.12 1.85 -1.26
C 0.01 0.56 0.47 0.77
N -0.84 1.30 -0.52 -0.57
N 1.24 0.30 -0.26 -0.13
C 1.32 -0.59 -1.22 -0.06
N 0.46 -1.56 -1.40 -0.07
C -0.86 -1.48 -0.72 -0.54
N -0.59 -0.85 0.53 -0.54
H 0.69 0.26 2.44 0.36
H -0.90 1.35 2.40 0.34
H 0.81 1.99 1.73 0.36
H -0.37 2.15 -0.84 0.22
H -1.73 1.66 -0.19 0.22
H 1.97 0.83 0.17 0.26
H 2.29 -0.69 -1.85 0.33
H 0.84 -2.25 -2.04 0.27
H -1.39 -2.41 -0.38 0.43
H -1.60 -0.76 -1.29 0.32
H -1.45 -0.91 1.12 0.29
```


(3)
DFT (the ωB97M-V functional and the def2-TZVPD basis) results for a cluster of 2 separate species, C4H11N4 in total in a non-equilibrium geometry.

Its spin multiplicity is 1. Its energy is -10276.035 eV. For the HOMO energy, the calculation gives -0.46222 hartree. The calculation puts the energy above the lowest of the compared OMol25 structures with the same formula, charge and spin at 497.3 kJ/mol. As for the charge: +1.

Structure (XYZ):
```
19
Properties=species:S:1:pos:R:3:mulliken_charge:R:1
C -0.34 0.85 0.27 0.08
C 1.25 -0.46 0.24 0.15
C -1.44 0.14 0.54 -0.72
C 2.15 -0.40 -0.96 -1.17
N 0.50 -1.52 0.35 0.71
N -0.48 -2.01 0.57 -0.68
N 0.00 1.85 1.21 -0.64
N -2.22 -0.47 -0.66 -0.18
H -0.20 1.26 -0.70 0.36
H 1.78 -0.33 1.15 0.34
H -1.95 0.16 1.54 0.28
H 2.65 0.56 -1.09 0.34
H 1.43 -0.44 -1.82 0.28
H 2.78 -1.26 -1.09 0.36
H 0.03 1.63 2.15 0.23
H 0.86 2.32 1.05 0.26
H -2.28 -1.46 -0.52 0.35
H -1.43 -0.41 -1.27 0.33
H -3.07 -0.01 -0.95 0.31
```


(4)
DFT (the ωB97M-V functional and the def2-TZVPD basis) results for a structure of composition C4H11N4O2 in a non-equilibrium geometry.

Its spin multiplicity is 1. Its energy is -14373.152 eV. For the HOMO energy, the calculation gives -0.41037 hartree. The calculation puts the energy above the lowest of the compared OMol25 structures with the same formula, charge and spin at 326.3 kJ/mol. As for the charge: +1.

Structure (XYZ):
```
21
Properties=species:S:1:pos:R:3:mulliken_charge:R:1
C 1.40 -1.23 0.10 0.61
C -4.30 -0.57 0.04 0.69
C 1.19 1.40 -0.46 -0.58
C 1.05 0.43 0.75 -0.32
N 2.20 -1.42 -0.93 -0.35
N 0.04 2.35 -0.34 -0.47
N 0.70 -2.22 0.62 -0.38
N -0.42 0.35 1.12 -0.48
O -5.29 -0.05 -0.14 -0.29
O -3.28 -1.06 0.23 -0.43
H 2.15 2.00 -0.43 0.21
H 1.05 0.82 -1.39 0.39
H 2.67 -0.64 -1.23 0.18
H 2.56 -2.27 -1.23 0.20
H 0.12 3.34 0.00 0.28
H -0.39 2.43 -1.28 0.29
H 0.07 -2.17 1.42 0.23
H 0.99 -3.18 0.29 0.23
H -1.06 -0.10 0.48 0.31
H -0.63 1.41 0.39 0.51
H -0.84 0.36 1.99 0.16
```


(5)
DFT (the ωB97M-V functional and the def2-TZVPD basis) results for a cluster of 3 separate species, C4H11N4O2 in total in a non-equilibrium geometry.

Its spin multiplicity is 1. Its energy is -14372.059 eV. For the HOMO energy (alpha / beta), the calculation gives -0.43805 / -0.43807 hartree. The calculation puts the energy above the lowest of the compared OMol25 structures with the same formula, charge and spin at 431.9 kJ/mol. As for the charge: +1.

Structure (XYZ):
```
21
Properties=species:S:1:pos:R:3:mulliken_charge:R:1
C 2.25 0.15 -1.18 -0.13
C -4.99 0.39 -0.58 0.62
C 0.14 -1.04 1.55 0.14
C -0.13 -1.15 0.09 -0.59
N 3.36 0.01 -0.49 -0.24
N -0.53 0.10 2.17 -0.62
N 2.31 0.83 -2.30 -0.27
N -1.03 -0.05 -0.26 -0.10
O -6.07 0.75 -0.60 -0.29
O -3.89 0.05 -0.56 -0.41
H -0.16 -2.01 1.98 0.32
H 1.23 -1.02 1.67 0.16
H 3.38 -0.54 0.35 0.20
H 4.26 0.36 -0.81 0.18
H -1.27 -0.19 2.80 0.22
H 0.11 0.70 2.68 0.22
H 1.52 0.92 -2.91 0.21
H 3.19 1.20 -2.67 0.18
H -0.65 0.45 -1.07 0.32
H -1.09 0.51 0.66 0.45
H -1.96 -0.42 -0.52 0.44
```


(6)
DFT (the ωB97M-V functional and the def2-TZVPD basis) results for the ion C4H11N4O2 with charge +1 in a non-equilibrium geometry.

Its spin multiplicity is 1. Its energy is -14372.597 eV. Its SMILES is NOC(=O)[C@@]1(N)C[C@]1(N)[NH3+]. For the HOMO energy, the calculation gives -0.48284 hartree. The calculation puts the energy above the lowest of the compared OMol25 structures with the same formula, charge and spin at 379.9 kJ/mol. As for the charge: +1.

Structure (XYZ):
```
21
Properties=species:S:1:pos:R:3:mulliken_charge:R:1
N -2.14 0.32 -2.79 -0.54
O -0.93 -0.02 -2.24 -0.15
C -0.69 0.65 -1.05 0.24
O -1.29 1.61 -0.63 -0.53
C 0.42 -0.01 -0.27 0.70
N 1.06 -1.29 -0.55 -0.34
C 1.34 0.90 0.55 -1.11
C 0.19 0.10 1.21 0.17
N -0.85 0.55 1.98 -0.57
N 0.86 -1.12 1.86 -0.33
H -2.32 1.28 -3.20 0.27
H -2.12 -0.26 -3.60 0.27
H 1.89 -1.12 -1.03 0.27
H 0.38 -1.89 -0.98 0.28
H 2.37 0.53 0.64 0.26
H 1.30 1.93 0.51 0.35
H -1.77 0.74 1.52 0.30
H -0.59 1.37 2.46 0.28
H 1.22 -1.49 0.81 0.49
H 0.11 -1.80 2.19 0.36
H 1.56 -0.98 2.60 0.32
```


(7)
DFT (the ωB97M-V functional and the def2-TZVPD basis) results for an isolated molecule of C4H11N4O5PS in a non-equilibrium geometry.

Its spin multiplicity is 1. Its energy is -40647.706 eV. For the HOMO energy, the calculation gives -0.34832 hartree. As for the charge: 0.

Structure (XYZ):
```
26
Properties=species:S:1:pos:R:3:mulliken_charge:R:1
C 0.35 -0.52 0.56 0.19
C -0.96 -2.08 -0.82 -0.48
C -1.67 -0.73 -0.85 -0.68
C -0.15 -2.03 0.54 -0.35
N -1.67 2.25 -1.66 -0.82
N -0.59 0.19 -0.34 0.35
N -0.09 2.65 0.69 -0.49
N 0.92 -3.04 0.56 -0.64
O 1.14 2.18 -1.10 -0.40
O 0.21 0.02 1.80 -0.51
O 2.26 1.99 1.09 -0.62
O 1.89 4.18 0.15 -0.56
O 1.61 -0.46 0.02 -0.55
P -0.54 1.79 -0.67 0.64
S 1.52 2.82 0.25 1.17
H -1.60 -3.05 -0.80 0.35
H -0.34 -2.05 -1.78 0.21
H -2.11 -0.38 -1.82 0.33
H -2.58 -0.60 -0.14 0.28
H -0.76 -2.19 1.36 0.47
H -2.11 3.11 -1.40 0.25
H -0.21 2.14 1.63 0.46
H 0.80 -3.95 0.30 0.22
H 1.07 -0.04 2.14 0.43
H 1.59 -2.50 -0.04 0.31
H 2.02 0.31 0.32 0.45
```


(8)
DFT (the ωB97M-V functional and the def2-TZVPD basis) results for the ion C4H11N5O with charge +2 in a non-equilibrium geometry.

Its spin multiplicity is 1. Its energy is -13802.938 eV. Its SMILES is C/C(O)=[NH+]/N=N/C=[N+](/C)N. For the HOMO energy (alpha / beta), the calculation gives -0.64484 / -0.64503 hartree. The calculation puts the energy above the lowest of the compared OMol25 structures with the same formula, charge and spin at 488.7 kJ/mol. As for the charge: +2.

Structure (XYZ):
```
21
Properties=species:S:1:pos:R:3:mulliken_charge:R:1
C -4.07 -1.04 -0.08 -1.05
C -3.11 0.07 0.09 0.84
O -3.66 1.20 0.24 -0.38
N -1.84 -0.28 0.20 0.06
N -0.66 0.50 0.31 -0.51
N 0.45 0.04 -0.10 -0.06
C 1.57 0.59 0.35 -0.03
N 2.69 0.18 -0.19 0.45
C 3.95 0.67 0.49 -0.75
N 2.86 -0.49 -1.32 -0.51
H -4.85 -0.84 -0.83 0.35
H -3.68 -2.05 -0.29 0.34
H -4.75 -1.12 0.87 0.33
H -3.26 2.07 0.58 0.44
H -1.67 -1.37 0.08 0.35
H 1.52 1.28 1.07 0.55
H 4.13 1.62 0.19 0.37
H 3.74 0.51 1.61 0.36
H 4.71 0.01 0.13 0.31
H 3.83 -0.92 -1.55 0.31
H 2.10 -0.61 -1.86 0.21
```


- Look up the spin multiplicity of the sixth one.
  1